1.
{"formula": "C30H43Br2CoF3N8O3PS", "method": "ωB97M-V with the def2-TZVPD basis set", "largest_force_ev_per_a": 1.34, "molar_mass_g_mol": 902.50, "de_lowest_kcal_mol": 7.2, "homo_lumo_gap_ha": [0.29182, 0.30148], "total_charge": 1, "lumo_ev": [-2.40, -2.12], "multiplicity": 2, "symbols": ["Co", "N", "N", "C", "N", "S", "H", "H", "H", "H", "H", "Br", "C", "Br", "H", "H", "O", "C", "N", "C", "O", "C", "C", "C", "C", "N", "C", "H", "H", "H", "H", "H", "H", "H", "H", "O", "P", "N", "C", "C", "C", "C", "N", "C", "C", "C", "C", "N", "C", "C", "C", "C", "H", "H", "H", "H", "H", "H", "H", "H", "H", "H", "H", "H", "H", "H", "H", "H", "H", "H", "H", "H", "H", "H", "H", "H", "F", "C", "F", "F", "C", "C", "C", "C", "C", "C", "C", "C", "H", "H", "H", "H"], "positions_angstrom": [[-0.301, -1.340, -0.474], [-1.589, -2.309, 1.299], [-0.852, -2.616, 2.444], [0.495, -2.573, 2.463], [1.092, -3.007, 3.582], [1.431, -1.976, 1.213], [-2.321, -1.631, 1.507], [-2.008, -3.146, 0.891], [-1.327, -3.094, 3.205], [0.578, -3.449, 4.326], [2.095, -2.962, 3.639], [-4.223, -2.705, -0.786], [-3.622, -1.899, -2.424], [-2.545, -0.309, -2.085], [-4.498, -1.590, -2.992], [-3.013, -2.630, -2.952], [0.893, 5.778, -1.751], [2.047, 5.139, -2.217], [1.819, 3.718, -2.096], [2.755, 2.864, -2.560], [3.820, 3.253, -2.995], [2.409, 1.407, -2.550], [3.073, 0.600, -3.473], [2.816, -0.757, -3.477], [1.903, -1.266, -2.570], [1.245, -0.497, -1.700], [1.506, 0.808, -1.680], [0.985, 6.726, -1.891], [2.938, 5.416, -1.628], [2.254, 5.381, -3.273], [0.907, 3.435, -1.777], [3.782, 1.056, -4.149], [3.325, -1.411, -4.166], [1.696, -2.326, -2.525], [0.990, 1.380, -0.919], [-0.792, 0.430, 0.602], [-0.671, 1.732, 1.309], [0.738, 1.949, 2.146], [1.049, 1.040, 3.245], [2.189, 1.727, 3.996], [2.923, 2.437, 2.860], [1.768, 2.973, 2.019], [-0.673, 2.997, 0.208], [-1.652, 2.871, -0.886], [-2.156, 4.291, -1.153], [-2.009, 4.968, 0.206], [-0.693, 4.379, 0.695], [-1.902, 1.771, 2.438], [-3.071, 0.899, 2.347], [-4.132, 1.585, 3.203], [-3.290, 2.280, 4.270], [-2.098, 2.790, 3.464], [1.397, 0.078, 2.850], [0.162, 0.862, 3.860], [2.818, 1.019, 4.534], [1.802, 2.460, 4.707], [3.511, 1.716, 2.293], [3.577, 3.235, 3.205], [2.041, 3.143, 0.977], [1.421, 3.920, 2.446], [-2.474, 2.214, -0.583], [-1.186, 2.424, -1.771], [-3.179, 4.301, -1.525], [-1.508, 4.789, -1.875], [-2.831, 4.691, 0.869], [-1.968, 6.051, 0.129], [-0.600, 4.411, 1.778], [0.145, 4.921, 0.247], [-2.830, -0.084, 2.775], [-3.388, 0.761, 1.311], [-4.844, 0.878, 3.623], [-4.680, 2.322, 2.614], [-2.961, 1.561, 5.022], [-3.823, 3.085, 4.769], [-1.199, 2.907, 4.074], [-2.351, 3.759, 3.020], [1.551, -9.448, -4.843], [2.056, -9.000, -3.688], [1.923, -10.000, -2.795], [3.383, -8.852, -3.876], [1.415, -7.727, -3.211], [0.400, -7.110, -3.932], [-0.148, -5.932, -3.466], [0.311, -5.365, -2.274], [1.328, -6.003, -1.553], [1.876, -7.177, -2.019], [-0.181, -4.132, -1.786], [-0.511, -3.041, -1.349], [0.040, -7.550, -4.850], [-0.927, -5.441, -4.031], [1.691, -5.558, -0.640], [2.660, -7.674, -1.467]], "atomic_forces_ev_per_a": [[-0.5, 0.2, 1.1], [0.0, 0.1, -0.6], [-0.3, -0.2, 0.4], [0.4, 0.2, -0.3], [-0.3, -0.1, 0.2], [0.0, -0.1, -0.4], [0.2, -0.1, 0.0], [0.2, 0.2, 0.0], [0.0, 0.1, -0.3], [0.1, 0.0, 0.0], [-0.1, -0.1, 0.0], [-0.1, 0.0, 0.0], [0.2, 0.1, -0.1], [-0.1, -0.4, -0.1], [0.2, 0.0, 0.1], [0.0, 0.2, 0.1], [-0.4, 0.1, 0.1], [1.0, 0.1, -0.4], [-0.3, 0.3, 0.2], [-0.3, -0.1, 0.2], [0.2, 0.1, -0.1], [0.1, -0.4, -0.1], [-0.2, 0.0, 0.2], [0.1, 0.2, 0.1], [0.1, -0.2, -0.1], [-0.7, -0.5, 0.1], [0.2, 0.5, -0.1], [0.0, 0.0, 0.0], [-0.2, 0.0, -0.1], [-0.1, 0.0, 0.3], [0.0, -0.2, 0.0], [0.0, 0.0, 0.0], [0.0, -0.1, 0.0], [-0.2, 0.0, 0.0], [-0.1, 0.1, 0.0], [0.0, -0.7, -0.7], [0.7, 0.8, 0.8], [-1.0, 0.0, -0.3], [0.1, -0.5, 0.5], [-0.1, 0.0, -0.1], [-0.1, 0.0, 0.1], [0.3, 0.4, -0.2], [0.0, -0.8, 0.4], [-0.3, -0.2, -0.4], [0.0, 0.0, 0.0], [0.1, -0.1, -0.1], [0.1, 0.6, 0.2], [0.5, -0.1, -0.8], [-0.3, -0.4, -0.2], [0.2, -0.1, 0.1], [0.0, 0.0, -0.1], [0.1, 0.4, 0.3], [-0.1, 0.1, 0.1], [0.1, 0.0, 0.1], [0.0, 0.0, 0.0], [0.0, 0.0, 0.0], [0.0, 0.0, -0.1], [0.1, 0.0, 0.0], [0.0, 0.0, 0.0], [0.1, 0.0, -0.1], [0.0, 0.1, -0.1], [-0.1, 0.0, 0.0], [0.0, 0.0, -0.1], [-0.1, 0.0, 0.0], [0.0, 0.0, 0.0], [0.0, 0.1, 0.1], [0.1, 0.1, 0.1], [-0.1, 0.0, 0.2], [-0.1, 0.0, 0.0], [0.0, -0.1, 0.0], [-0.1, 0.0, -0.1], [0.0, 0.0, 0.0], [0.0, 0.0, 0.0], [0.0, 0.0, 0.1], [0.0, 0.1, 0.0], [0.1, 0.0, 0.1], [-0.2, 0.1, -0.1], [0.2, -0.3, -0.1], [-0.1, 0.1, 0.1], [0.0, 0.2, 0.0], [0.0, -0.1, 0.0], [0.2, -0.2, 0.1], [0.0, 0.1, 0.2], [0.2, -0.5, -0.2], [-0.1, 0.0, -0.1], [-0.1, -0.1, -0.2], [-0.7, 1.0, 0.3], [1.0, 0.1, -0.1], [0.0, 0.0, 0.0], [0.0, 0.1, 0.0], [0.0, 0.1, 0.1], [0.1, 0.0, 0.0]], "lowdin_charge": [0.2053, 0.0141, -0.0427, -0.8284, 0.1046, 0.7636, 0.0576, 0.0514, 0.1585, 0.1133, 0.1024, 0.6376, -0.9814, 0.7150, 0.0071, 0.0005, -0.0408, -0.2394, 0.1079, -0.4546, 0.0915, -0.0848, 0.0270, -0.0104, -0.0887, 0.0108, -0.0559, 0.1100, 0.1386, 0.1404, 0.1076, 0.1298, 0.1168, 0.1023, 0.0864, -0.3528, 0.5905, -0.1733, -0.2085, -0.1559, -0.1551, -0.1922, -0.1835, -0.2267, -0.1503, -0.1489, -0.2129, -0.1777, -0.2015, -0.1570, -0.1577, -0.1955, 0.0505, 0.1111, 0.1139, 0.1137, 0.1181, 0.1167, 0.1093, 0.1103, 0.0736, 0.0901, 0.1177, 0.1018, 0.1068, 0.1186, 0.0935, 0.0981, 0.1030, 0.1061, 0.1152, 0.1170, 0.1157, 0.1161, 0.1144, 0.1028, 0.1424, -0.5882, 0.1402, 0.1386, -0.1168, -0.0019, -0.0163, -0.2562, -0.0141, -0.0052, -0.1237, -0.1251, 0.1214, 0.1152, 0.1150, 0.1265]}

=====

2.
{"formula": "C49H43Cl4N8O5RbS", "method": "ωB97M-V with the def2-TZVPD basis set", "largest_force_ev_per_a": 0.80, "molar_mass_g_mol": 1083.28, "de_lowest_kcal_mol": 18.0, "homo_lumo_gap_ha": 0.18983, "total_charge": -2, "lumo_ev": 3.41, "multiplicity": 1, "symbols": ["Rb", "Cl", "C", "C", "C", "N", "C", "O", "C", "C", "C", "C", "C", "N", "C", "C", "C", "Cl", "N", "C", "O", "C", "C", "C", "C", "C", "N", "H", "H", "H", "H", "H", "H", "H", "H", "H", "H", "C", "C", "C", "C", "C", "C", "N", "N", "C", "C", "C", "C", "C", "N", "H", "H", "H", "H", "H", "H", "H", "H", "H", "C", "C", "C", "S", "O", "C", "C", "C", "H", "H", "H", "H", "H", "H", "H", "H", "H", "H", "H", "H", "H", "H", "Cl", "C", "C", "C", "C", "C", "Cl", "C", "N", "C", "C", "C", "C", "C", "C", "C", "C", "O", "O", "H", "H", "H", "H", "H", "H", "H", "H", "H", "H"], "positions_angstrom": [[-0.849, 0.374, 0.211], [-6.853, -4.053, 2.648], [-5.368, -3.123, 2.653], [-5.127, -2.247, 1.604], [-3.972, -1.461, 1.548], [-3.761, -0.488, 0.562], [-4.423, -0.518, -0.575], [-5.212, -1.357, -1.082], [-4.196, 0.702, -1.460], [-5.290, 1.261, -2.124], [-5.086, 2.315, -2.992], [-3.789, 2.766, -3.212], [-2.763, 2.139, -2.527], [-2.957, 1.152, -1.655], [-3.005, -1.589, 2.600], [-3.283, -2.484, 3.644], [-4.444, -3.242, 3.670], [-4.701, -4.341, 5.010], [-1.832, -0.852, 2.504], [-1.036, -0.665, 3.545], [-1.132, -1.022, 4.740], [0.218, 0.148, 3.228], [1.465, -0.352, 3.595], [2.587, 0.421, 3.385], [2.435, 1.697, 2.857], [1.162, 2.115, 2.515], [0.075, 1.355, 2.675], [-5.843, -2.174, 0.801], [-6.269, 0.833, -1.955], [-5.924, 2.772, -3.508], [-3.576, 3.570, -3.904], [-1.728, 2.425, -2.687], [-2.572, -2.567, 4.450], [1.531, -1.346, 4.013], [3.572, 0.034, 3.617], [3.286, 2.344, 2.689], [0.993, 3.092, 2.075], [-3.089, 1.954, 5.405], [-2.397, 3.151, 5.238], [-2.148, 3.636, 3.967], [-2.623, 2.919, 2.874], [-3.352, 1.749, 3.028], [-3.565, 1.254, 4.308], [-2.362, 3.290, 1.522], [-1.384, 4.023, 1.376], [-1.172, 4.451, 0.028], [-2.130, 5.206, -0.638], [-1.807, 5.692, -1.891], [-0.571, 5.379, -2.439], [0.295, 4.590, -1.697], [0.018, 4.153, -0.469], [-3.235, 1.552, 6.401], [-2.026, 3.689, 6.102], [-1.573, 4.538, 3.807], [-3.668, 1.205, 2.143], [-4.057, 0.298, 4.436], [-3.089, 5.386, -0.173], [-2.521, 6.290, -2.444], [-0.285, 5.724, -3.423], [1.258, 4.295, -2.098], [-0.651, -5.178, -1.931], [-1.317, -3.810, -1.844], [-0.548, -2.761, -2.636], [-1.387, -1.169, -2.549], [-0.448, -0.150, -3.137], [-2.715, -1.473, -3.779], [-2.517, -0.662, -5.051], [-1.421, -1.218, -5.954], [-1.194, -5.917, -1.341], [0.373, -5.133, -1.553], [-0.611, -5.532, -2.965], [-1.368, -3.488, -0.801], [-2.352, -3.877, -2.191], [-0.389, -3.037, -3.683], [0.412, -2.550, -2.161], [-3.649, -1.221, -3.274], [-2.735, -2.544, -3.994], [-2.278, 0.368, -4.782], [-3.472, -0.642, -5.584], [-0.455, -1.158, -5.451], [-1.355, -0.653, -6.887], [-1.618, -2.264, -6.209], [6.427, -4.258, 0.752], [6.987, -2.830, 1.568], [7.933, -2.980, 2.565], [8.414, -1.861, 3.226], [7.912, -0.613, 2.903], [6.941, -0.484, 1.921], [6.241, 1.086, 1.704], [6.466, -1.581, 1.184], [5.493, -1.533, 0.194], [5.473, -0.656, -0.881], [6.592, 0.086, -1.267], [6.532, 0.959, -2.341], [5.359, 1.091, -3.067], [4.272, 0.291, -2.734], [4.307, -0.607, -1.675], [3.172, -1.590, -1.503], [2.348, -1.526, -0.191], [2.936, -1.909, 0.855], [1.168, -1.134, -0.303], [8.289, -3.972, 2.808], [9.159, -1.964, 4.004], [8.234, 0.273, 3.434], [4.541, -1.878, 0.496], [7.511, -0.011, -0.702], [7.409, 1.542, -2.603], [5.295, 1.782, -3.898], [3.363, 0.341, -3.323], [3.593, -2.602, -1.561], [2.481, -1.456, -2.334]], "atomic_forces_ev_per_a": [[-0.4, 0.4, -0.2], [0.0, 0.0, 0.0], [0.0, 0.0, 0.0], [0.0, 0.0, 0.0], [0.0, 0.0, -0.1], [0.0, -0.1, 0.0], [0.0, 0.0, 0.0], [0.0, 0.0, 0.0], [0.1, 0.0, 0.0], [0.0, 0.0, 0.0], [0.0, 0.0, 0.0], [0.0, 0.0, 0.0], [0.0, 0.1, 0.0], [-0.2, 0.1, -0.1], [0.1, 0.0, 0.0], [0.0, 0.0, 0.0], [0.0, 0.0, 0.0], [0.0, 0.0, 0.0], [-0.1, 0.0, 0.2], [0.0, -0.1, 0.0], [0.0, 0.0, -0.1], [-0.1, 0.1, 0.2], [0.0, 0.0, 0.0], [0.0, 0.0, 0.0], [0.0, 0.0, 0.0], [0.0, -0.1, 0.0], [0.1, 0.1, 0.3], [0.0, 0.0, 0.0], [0.0, 0.0, 0.0], [0.0, 0.0, 0.0], [0.0, 0.0, 0.0], [0.0, 0.0, 0.0], [0.0, 0.0, 0.0], [0.0, 0.0, 0.0], [0.0, 0.0, 0.0], [0.0, 0.0, 0.0], [0.0, 0.0, 0.0], [0.0, 0.0, 0.0], [0.0, 0.0, 0.0], [0.0, 0.0, 0.1], [-0.1, -0.2, -0.1], [0.0, 0.0, 0.0], [0.0, 0.0, 0.0], [-0.4, 0.0, 0.1], [0.4, 0.4, -0.1], [0.0, -0.2, 0.2], [0.0, 0.0, -0.1], [-0.1, -0.1, 0.0], [0.0, 0.0, 0.0], [0.0, 0.0, 0.0], [0.1, 0.0, -0.1], [0.0, 0.0, 0.0], [0.0, 0.0, 0.0], [0.0, 0.0, 0.0], [0.0, 0.0, 0.1], [0.0, 0.0, 0.0], [0.0, 0.0, 0.0], [0.0, 0.0, 0.0], [0.0, 0.0, 0.0], [0.0, 0.0, 0.0], [0.0, 0.0, 0.0], [0.0, 0.0, 0.0], [0.0, 0.0, 0.0], [0.3, 0.0, -0.1], [-0.2, -0.1, 0.0], [-0.1, -0.1, 0.0], [0.0, 0.0, 0.0], [0.0, 0.0, 0.0], [0.0, 0.0, 0.0], [0.0, 0.0, 0.0], [0.0, 0.0, 0.0], [0.0, 0.0, 0.0], [0.0, 0.0, 0.0], [0.0, 0.0, 0.0], [0.0, 0.0, 0.0], [0.0, 0.0, 0.0], [0.0, 0.0, 0.0], [0.0, 0.0, 0.0], [0.0, 0.0, 0.0], [0.0, 0.0, 0.0], [0.0, 0.0, 0.0], [0.0, 0.0, 0.0], [0.0, 0.0, 0.0], [0.0, 0.0, -0.1], [0.0, 0.0, 0.0], [0.0, 0.0, 0.0], [0.0, 0.0, 0.0], [0.0, 0.0, 0.1], [-0.1, 0.0, 0.0], [0.1, -0.1, -0.1], [-0.2, 0.0, 0.1], [0.1, -0.1, 0.0], [0.0, 0.0, 0.1], [0.0, 0.0, 0.0], [0.0, 0.0, 0.0], [0.0, 0.0, 0.0], [0.0, 0.0, 0.0], [0.0, 0.0, 0.0], [0.0, 0.0, 0.0], [0.0, 0.1, -0.1], [0.6, -0.5, 0.1], [0.0, 0.0, 0.0], [0.0, 0.0, 0.0], [0.0, 0.0, 0.0], [-0.1, 0.0, 0.0], [0.0, 0.0, 0.0], [0.0, 0.0, 0.0], [0.0, 0.0, 0.0], [0.0, 0.0, 0.0], [0.0, 0.0, 0.0], [0.0, 0.0, 0.0]], "lowdin_charge": [0.8505, 0.5776, -0.6970, -0.0559, -0.2077, 0.0692, -0.5308, -0.0509, -0.2097, -0.0133, -0.0801, -0.0843, -0.1630, 0.0294, -0.2310, -0.0580, -0.6953, 0.5831, 0.0167, -0.5209, -0.0265, -0.2228, -0.0050, -0.0710, -0.0763, -0.1619, 0.0316, 0.0872, 0.1114, 0.0945, 0.0917, 0.1045, 0.0888, 0.1203, 0.0969, 0.0825, 0.0810, -0.0780, -0.0941, -0.0494, -0.2683, -0.0095, -0.0585, 0.1098, 0.0805, -0.3218, -0.0211, -0.0879, -0.0849, -0.1377, 0.1400, 0.1003, 0.0908, 0.0964, 0.0912, 0.1095, 0.1085, 0.1019, 0.0946, 0.1090, -0.1085, -0.2859, -0.3522, 0.8520, -0.5355, -0.3050, -0.2923, -0.1156, 0.0689, 0.0753, 0.0673, 0.1192, 0.1042, 0.0944, 0.0677, 0.0705, 0.0843, 0.0887, 0.1064, 0.0609, 0.0639, 0.0695, 0.6901, -0.5776, -0.1289, -0.1035, -0.1274, -0.5770, 0.7483, -0.2884, 0.0611, -0.2219, -0.0798, -0.1199, -0.1191, -0.0442, -0.1390, -0.0514, -0.6431, -0.0348, -0.2093, 0.0953, 0.0974, 0.0952, 0.0945, 0.0958, 0.0898, 0.0853, 0.1119, 0.1266, 0.0989]}

=====

3.
{"formula": "C3H7N3O", "method": "ωB97M-V with the def2-TZVPD basis set", "smiles": "[H]/N=C(O)/C(=N\\[H])NC", "largest_force_ev_per_a": 3.99, "molar_mass_g_mol": 101.11, "de_lowest_kcal_mol": 94.7, "homo_lumo_gap_ha": [0.28154, 0.28145], "total_charge": 0, "lumo_ev": [0.14, 0.14], "multiplicity": 1, "symbols": ["H", "N", "C", "O", "C", "N", "H", "N", "C", "H", "H", "H", "H", "H"], "positions_angstrom": [[-1.614, 1.446, 1.515], [-1.146, 1.179, 0.634], [0.196, 1.172, 0.779], [0.912, 2.060, 1.507], [0.681, -0.060, 0.230], [1.796, -0.475, -0.258], [2.552, 0.195, -0.168], [-0.579, -0.653, -0.111], [-0.805, -1.278, -1.400], [1.748, 1.660, 1.787], [-1.181, -0.953, 0.648], [-1.664, -1.946, -1.343], [-0.980, -0.504, -2.148], [0.084, -1.841, -1.673]], "atomic_forces_ev_per_a": [[0.4, 1.6, -0.3], [1.9, 2.3, 2.4], [-3.6, 0.9, 1.5], [-0.3, -0.6, 0.0], [-1.0, -1.1, -3.2], [-0.5, -0.1, 0.7], [0.0, 0.3, 0.0], [2.2, -3.3, -0.5], [0.7, -0.4, 0.5], [0.0, 0.0, -0.1], [0.3, 0.4, -0.6], [0.1, 0.1, -0.1], [-0.1, 0.1, -0.1], [-0.1, -0.2, -0.3]], "lowdin_charge": [0.0669, 0.1232, -0.3739, 0.0895, -0.3838, 0.1409, 0.0382, -0.0908, -0.0789, 0.1117, 0.1282, 0.0803, 0.0829, 0.0655]}

=====

4.
{"formula": "C5H13N", "method": "ωB97M-V with the def2-TZVPD basis set", "smiles": "CCC(C)(C)N", "largest_force_ev_per_a": 3.42, "molar_mass_g_mol": 87.17, "de_lowest_kcal_mol": 27.2, "homo_lumo_gap_ha": 0.37416, "total_charge": 0, "lumo_ev": 1.01, "multiplicity": 1, "symbols": ["C", "C", "C", "C", "C", "N", "H", "H", "H", "H", "H", "H", "H", "H", "H", "H", "H", "H", "H"], "positions_angstrom": [[-2.104, -0.048, 0.013], [-0.802, -0.823, -0.208], [0.503, 0.059, 0.095], [0.545, 1.301, -0.770], [1.717, -0.851, -0.139], [0.541, 0.582, 1.440], [-2.249, 0.945, -0.426], [-2.887, -0.770, -0.236], [-2.161, 0.184, 1.095], [-0.643, -1.726, 0.438], [-0.627, -1.188, -1.284], [0.626, 1.036, -1.855], [-0.336, 1.869, -0.656], [1.425, 1.893, -0.526], [2.056, -0.777, -1.322], [2.747, -0.679, 0.508], [1.426, -1.980, 0.114], [-0.238, 1.145, 1.578], [0.459, -0.171, 2.141]], "atomic_forces_ev_per_a": [[0.2, -0.9, 1.2], [2.4, 0.7, -1.2], [-0.2, -0.7, -0.2], [1.2, -1.0, -1.7], [2.6, -1.9, -1.1], [1.3, -1.8, 1.2], [0.3, -0.6, -0.7], [-0.4, 0.6, 0.0], [-0.2, -0.4, -0.3], [-0.8, 0.7, -0.4], [-0.7, 0.5, 1.4], [-0.1, 0.1, 0.8], [-1.0, 0.9, 0.2], [-0.1, 0.1, 0.1], [-0.9, -0.5, 3.1], [-2.9, 0.1, -1.5], [0.7, 2.3, -0.7], [-1.6, 1.4, 0.4], [0.2, 0.4, -0.5]], "lowdin_charge": [-0.1112, -0.2102, -0.6952, -0.0709, -0.0938, 0.0529, 0.0689, 0.0696, 0.0698, 0.1051, 0.1275, 0.0963, 0.0467, 0.0868, 0.1189, 0.1180, 0.0908, 0.0338, 0.0961]}